18
Properties=species:S:1:pos:R:3 method="wB97M-V/def2-TZVPD" total_charge=0 homo_lumo_gap_ev="8.1172 / 7.8669" de_lowest_kcal_mol=104.88 multiplicity=1 fmax_ha_per_bohr=0.0225
C 1.170 -0.449 -1.340
C 1.541 0.540 1.275
O 0.237 0.465 1.329
C -0.650 0.951 0.528
C -0.035 -1.285 -0.789
C -2.080 0.673 0.805
H 1.001 -0.460 -2.415
H 2.136 -0.934 -1.150
H 1.327 0.612 -1.108
H 2.075 -0.076 1.977
H 2.001 1.305 0.667
H -0.320 1.542 -0.318
H -0.995 -1.019 -1.259
H -0.239 -1.397 0.283
H 0.210 -2.288 -1.121
H -2.540 1.530 1.310
H -2.197 -0.208 1.447
H -2.641 0.496 -0.123